Entry 1:
{"formula": "C25H45LuNOP2", "method": "the ωB97M-V functional and the def2-TZVPD basis", "species": ["Lu", "C", "C", "C", "C", "C", "C", "H", "H", "H", "C", "H", "H", "H", "C", "H", "H", "H", "C", "H", "H", "H", "C", "H", "H", "H", "C", "C", "C", "C", "C", "C", "C", "C", "H", "H", "H", "H", "H", "H", "H", "H", "H", "H", "H", "H", "P", "C", "H", "H", "H", "C", "H", "H", "H", "C", "H", "H", "H", "P", "C", "H", "H", "H", "C", "H", "H", "H", "C", "H", "H", "H", "O", "C", "N"], "positions_angstrom": [[-0.631, 0.320, 0.333], [-0.714, -0.386, 2.704], [0.606, 0.110, 2.464], [-0.873, 1.874, 2.251], [-1.615, 0.719, 2.628], [0.507, 1.507, 2.162], [-1.087, -1.775, 3.100], [-0.404, -2.509, 2.656], [-2.104, -2.022, 2.768], [-1.061, -1.904, 4.194], [-3.038, 0.748, 3.084], [-3.431, -0.258, 3.266], [-3.677, 1.243, 2.342], [-3.140, 1.320, 4.020], [-1.427, 3.253, 2.154], [-1.212, 3.852, 3.052], [-2.518, 3.231, 2.023], [-0.997, 3.786, 1.295], [1.646, 2.449, 1.986], [1.992, 2.826, 2.962], [1.360, 3.318, 1.385], [2.501, 1.967, 1.495], [1.864, -0.656, 2.664], [2.098, -0.788, 3.734], [2.709, -0.157, 2.184], [1.797, -1.656, 2.222], [1.393, -1.807, -1.638], [1.613, -2.284, -0.395], [2.943, -2.847, 0.022], [4.138, -1.870, 0.244], [3.922, -0.413, -0.069], [3.698, 0.030, -1.312], [3.694, -0.887, -2.505], [2.464, -1.817, -2.695], [3.272, -3.611, -0.703], [4.994, -2.249, -0.341], [2.793, -3.392, 0.968], [2.845, -2.844, -2.836], [0.397, -1.519, -2.004], [0.799, -2.458, 0.324], [1.993, -1.546, -3.653], [3.780, -0.251, -3.401], [3.607, 1.097, -1.538], [4.600, -1.516, -2.488], [4.445, -1.939, 1.302], [4.083, 0.277, 0.765], [-2.468, -1.712, -0.485], [-4.112, -1.725, 0.340], [-4.750, -2.481, -0.149], [-4.595, -0.740, 0.245], [-4.003, -1.954, 1.409], [-3.052, -1.565, -2.222], [-3.901, -2.250, -2.380], [-2.239, -1.816, -2.917], [-3.379, -0.533, -2.416], [-2.058, -3.490, -0.432], [-1.234, -3.695, -1.128], [-2.945, -4.082, -0.706], [-1.735, -3.751, 0.584], [-0.169, 2.180, -1.797], [1.255, 3.296, -1.542], [1.612, 3.650, -2.523], [2.063, 2.739, -1.041], [0.964, 4.152, -0.918], [0.282, 1.526, -3.449], [1.325, 1.172, -3.440], [0.159, 2.323, -4.201], [-0.373, 0.682, -3.700], [-1.461, 3.405, -2.296], [-1.040, 4.094, -3.042], [-1.803, 3.968, -1.418], [-2.328, 2.888, -2.726], [-4.588, 2.303, -0.182], [-3.548, 1.727, -0.284], [-2.503, 1.124, -0.358]], "homo_lumo_gap_ev": 8.6, "total_charge": 1, "homo_ev": -11.007, "e_lumo_ev": -2.45}

Entry 2:
{"formula": "C10H16N2", "method": "the ωB97M-V functional and the def2-TZVPD basis", "species": ["C", "C", "C", "C", "C", "C", "C", "C", "C", "C", "H", "H", "H", "H", "H", "H", "H", "H", "H", "H", "H", "H", "H", "H", "H", "H", "N", "N"], "positions_angstrom": [[-0.881, 1.563, 0.677], [0.610, 1.112, 0.588], [0.925, -0.169, 1.398], [0.975, -1.481, 0.607], [2.124, -1.350, -0.418], [2.346, 0.026, -0.973], [1.167, 0.997, -0.851], [-2.380, 0.320, -1.112], [-3.277, -0.685, -1.063], [-2.550, -0.300, 0.895], [-1.071, 2.460, -0.019], [-1.281, 1.804, 1.683], [1.135, 1.919, 1.162], [0.259, -0.422, 2.297], [1.854, -0.167, 1.924], [1.236, -2.243, 1.340], [-0.036, -1.656, 0.196], [2.975, -1.825, -0.030], [2.006, -1.879, -1.402], [3.290, 0.524, -0.509], [2.581, -0.047, -2.038], [0.331, 0.783, -1.495], [1.485, 1.991, -1.245], [-1.944, 0.739, -2.105], [-3.952, -1.110, -1.821], [-2.610, -0.452, 1.958], [-1.850, 0.567, 0.111], [-3.469, -1.017, 0.244]], "homo_lumo_gap_ev": 9.4, "total_charge": 0, "homo_ev": -8.615, "de_lowest_kcal_mol": 11.5, "e_lumo_ev": 0.82}

Copy entry 1 word for word.
{"formula": "C25H45LuNOP2", "method": "the ωB97M-V functional and the def2-TZVPD basis", "species": ["Lu", "C", "C", "C", "C", "C", "C", "H", "H", "H", "C", "H", "H", "H", "C", "H", "H", "H", "C", "H", "H", "H", "C", "H", "H", "H", "C", "C", "C", "C", "C", "C", "C", "C", "H", "H", "H", "H", "H", "H", "H", "H", "H", "H", "H", "H", "P", "C", "H", "H", "H", "C", "H", "H", "H", "C", "H", "H", "H", "P", "C", "H", "H", "H", "C", "H", "H", "H", "C", "H", "H", "H", "O", "C", "N"], "positions_angstrom": [[-0.631, 0.320, 0.333], [-0.714, -0.386, 2.704], [0.606, 0.110, 2.464], [-0.873, 1.874, 2.251], [-1.615, 0.719, 2.628], [0.507, 1.507, 2.162], [-1.087, -1.775, 3.100], [-0.404, -2.509, 2.656], [-2.104, -2.022, 2.768], [-1.061, -1.904, 4.194], [-3.038, 0.748, 3.084], [-3.431, -0.258, 3.266], [-3.677, 1.243, 2.342], [-3.140, 1.320, 4.020], [-1.427, 3.253, 2.154], [-1.212, 3.852, 3.052], [-2.518, 3.231, 2.023], [-0.997, 3.786, 1.295], [1.646, 2.449, 1.986], [1.992, 2.826, 2.962], [1.360, 3.318, 1.385], [2.501, 1.967, 1.495], [1.864, -0.656, 2.664], [2.098, -0.788, 3.734], [2.709, -0.157, 2.184], [1.797, -1.656, 2.222], [1.393, -1.807, -1.638], [1.613, -2.284, -0.395], [2.943, -2.847, 0.022], [4.138, -1.870, 0.244], [3.922, -0.413, -0.069], [3.698, 0.030, -1.312], [3.694, -0.887, -2.505], [2.464, -1.817, -2.695], [3.272, -3.611, -0.703], [4.994, -2.249, -0.341], [2.793, -3.392, 0.968], [2.845, -2.844, -2.836], [0.397, -1.519, -2.004], [0.799, -2.458, 0.324], [1.993, -1.546, -3.653], [3.780, -0.251, -3.401], [3.607, 1.097, -1.538], [4.600, -1.516, -2.488], [4.445, -1.939, 1.302], [4.083, 0.277, 0.765], [-2.468, -1.712, -0.485], [-4.112, -1.725, 0.340], [-4.750, -2.481, -0.149], [-4.595, -0.740, 0.245], [-4.003, -1.954, 1.409], [-3.052, -1.565, -2.222], [-3.901, -2.250, -2.380], [-2.239, -1.816, -2.917], [-3.379, -0.533, -2.416], [-2.058, -3.490, -0.432], [-1.234, -3.695, -1.128], [-2.945, -4.082, -0.706], [-1.735, -3.751, 0.584], [-0.169, 2.180, -1.797], [1.255, 3.296, -1.542], [1.612, 3.650, -2.523], [2.063, 2.739, -1.041], [0.964, 4.152, -0.918], [0.282, 1.526, -3.449], [1.325, 1.172, -3.440], [0.159, 2.323, -4.201], [-0.373, 0.682, -3.700], [-1.461, 3.405, -2.296], [-1.040, 4.094, -3.042], [-1.803, 3.968, -1.418], [-2.328, 2.888, -2.726], [-4.588, 2.303, -0.182], [-3.548, 1.727, -0.284], [-2.503, 1.124, -0.358]], "homo_lumo_gap_ev": 8.6, "total_charge": 1, "homo_ev": -11.007, "e_lumo_ev": -2.45}